12
Properties=species:S:1:pos:R:3:forces:R:3 method="wB97M-V/def2-TZVPD" total_energy_ha=-571.2469 charge=0 spin_multiplicity=3 homo_lumo_gap_ev="6.2 / 8.1" e_above_lowest_kcal_mol=20.2 s2=2.006
C 0.0523 0.7244 -0.2364 2.43 -5.01 0.41
C -0.5209 -0.6990 -0.8988 1.50 3.16 -1.40
C 0.9025 0.3686 1.0486 -0.52 0.96 0.17
N -0.6690 1.8927 -0.2093 -6.48 1.50 0.20
S 0.6795 1.9231 -1.3395 2.72 0.56 -2.28
H -1.2227 -0.9023 -0.1470 -1.85 -0.77 0.30
H 0.2157 -1.4803 -0.8729 0.64 -0.11 0.23
H -0.8074 -0.6188 -2.0297 -0.14 0.15 2.38
H 0.2667 -0.1423 1.7956 -0.07 0.31 -0.29
H 1.3304 1.3144 1.5980 -0.56 -1.87 -1.39
H 1.6333 -0.4092 0.7638 0.15 0.82 0.18
H -1.6676 1.8508 -0.6919 2.19 0.30 1.51